# 1
Molecular formula: C41H53BClGeKN6O4S
Method: DFT, ωB97M-V with the def2-TZVPD basis set

XYZ file:
```
109
Properties=species:S:1:pos:R:3:forces:R:3:mulliken_charge:R:1
K 17.147911 12.896424 11.789067 0.6 -0.1 -0.4 0.860
C 17.503602 11.411100 7.645275 1.4 -3.3 -0.5 -0.719
C 18.078853 12.775148 7.814257 0.5 1.2 0.7 1.638
C 18.512451 13.413221 6.513573 0.5 0.6 -0.9 -1.917
C 19.281420 12.911629 8.713294 0.1 -0.2 1.3 -0.191
C 20.505405 13.560981 8.380551 0.7 -1.8 2.4 -0.602
C 21.344384 13.209393 9.480814 -1.6 0.4 -0.5 -0.956
N 20.595522 12.505580 10.415750 -0.4 1.6 -1.0 -0.022
N 19.281260 12.379428 9.950873 1.6 0.5 -1.1 -0.063
B 20.952056 12.516863 11.934212 0.3 0.4 0.4 -0.190
N 20.456295 13.867556 12.676741 -0.2 2.2 -0.2 1.171
C 20.680894 14.371324 13.976224 -1.4 -0.5 -2.7 -0.716
C 20.171606 15.641169 14.082316 0.0 0.0 -2.5 -0.849
C 19.757927 15.949609 12.646089 -0.4 0.5 3.4 -0.177
N 19.940062 14.934724 11.885829 0.5 -2.9 0.4 -0.632
C 18.983234 17.150882 12.143045 1.2 0.6 0.4 1.000
C 18.160318 17.781769 13.284108 0.2 0.1 0.2 -1.498
C 19.902899 18.167430 11.434356 -0.4 1.1 -0.3 -1.391
N 20.336590 11.263980 12.665979 -1.1 -1.6 -1.1 0.106
C 20.959971 10.285040 13.368112 -0.4 0.0 0.3 -0.716
C 20.087662 9.242623 13.613853 -0.6 -0.4 -0.8 -0.859
C 18.905514 9.587048 12.877748 1.3 0.7 0.0 -0.309
N 19.052009 10.756398 12.278927 1.5 1.3 1.5 -0.017
C 17.633168 8.856813 12.634832 -0.9 -0.8 0.3 1.765
C 17.411237 8.547195 11.121524 1.2 0.6 0.2 -0.788
C 17.592991 7.559135 13.490981 -0.1 0.8 0.9 -1.850
H 16.465331 11.485066 7.366446 -0.5 -0.1 -0.1 0.356
H 17.595451 10.716514 8.572505 -0.1 1.4 -1.5 -0.164
H 18.034000 10.858848 6.756277 -0.8 0.8 1.7 0.313
H 17.237252 13.355257 8.237545 0.4 0.3 -0.1 -0.122
H 19.500677 13.022122 6.096399 -1.6 0.1 0.5 0.364
H 18.672565 14.482199 6.671953 0.1 0.0 0.1 0.412
H 17.709293 13.396017 5.793476 -0.1 -0.4 -0.6 0.433
H 20.718939 14.140030 7.501550 0.3 -0.1 0.1 0.489
H 22.398281 13.472776 9.627164 -0.6 -0.3 0.2 0.400
H 22.174131 12.567472 12.014653 -0.3 -0.6 0.1 -0.192
H 21.074446 13.702050 14.692048 0.4 -0.4 0.7 0.545
H 20.109696 16.227263 14.990504 0.0 0.1 -0.3 0.400
H 18.284279 16.860030 11.385429 -0.4 -0.8 -0.4 0.304
H 18.732398 18.441767 13.969456 -0.1 -0.3 -0.6 0.286
H 17.800916 16.968083 13.914047 -0.3 0.0 0.0 0.328
H 17.298158 18.346834 12.899223 0.3 -0.1 0.1 0.395
H 20.485913 18.715884 12.211523 -0.3 -0.2 -0.7 0.308
H 19.218755 18.868772 10.863279 0.9 -0.3 0.8 0.362
H 20.595701 17.771624 10.656494 -0.5 -0.2 0.8 0.321
H 21.999241 10.286891 13.682016 -0.2 0.6 -0.2 0.455
H 20.306587 8.285258 14.091802 -0.1 0.6 -0.1 0.385
H 16.786193 9.526757 12.953132 0.6 -0.5 -0.1 -0.207
H 18.104732 7.735655 10.804719 -0.7 0.2 0.2 0.354
H 17.756900 9.431017 10.541311 -0.5 -0.4 0.3 -0.175
H 16.355682 8.345757 10.908231 0.3 -0.2 -0.1 0.308
H 18.320491 6.829834 13.133352 0.1 0.1 0.0 0.391
H 16.606043 7.104167 13.437070 -0.1 -0.1 -0.1 0.430
H 17.800035 7.757416 14.594888 -0.2 -0.1 -1.4 0.367
C 8.942901 13.294312 8.784404 -0.6 -0.4 0.4 -1.099
C 9.092032 13.826547 10.219548 1.3 0.2 0.3 0.619
C 8.044986 13.730632 11.157953 0.4 -0.2 -0.6 -0.447
C 8.193903 14.125644 12.483809 1.9 0.8 -0.6 0.217
Cl 6.956952 13.847060 13.613866 -0.6 -0.1 0.5 -0.238
C 9.385934 14.756413 12.867125 0.0 0.5 0.4 -0.677
C 10.429939 14.934424 11.939492 0.2 -0.8 0.1 -0.603
C 10.377399 14.370095 10.675259 -2.2 -1.0 -0.1 0.328
O 11.461058 14.285961 9.840032 -0.3 0.4 -0.3 -0.442
C 12.771761 14.057047 10.289770 1.3 -0.7 -0.9 -0.177
C 13.184374 12.550842 10.241307 1.2 -1.0 -0.6 0.713
O 14.390307 12.197582 10.154338 -3.4 0.9 0.7 -0.654
O 12.113424 11.746253 10.206102 1.6 0.1 0.8 -0.120
H 8.387583 14.018855 8.144270 1.0 -0.2 0.3 0.413
H 8.226570 12.426711 8.771128 0.9 0.5 0.2 0.345
H 9.950868 12.984779 8.388946 -1.3 0.5 0.2 0.070
H 7.086650 13.273271 10.894316 0.4 0.1 -0.2 0.396
H 9.507861 15.141186 13.904916 -0.2 -0.4 -0.9 0.384
H 11.389606 15.377170 12.197750 -0.4 0.1 0.4 0.605
H 13.019920 14.422922 11.294914 -0.2 0.2 -0.3 0.104
H 13.478885 14.501176 9.532070 -0.8 0.0 0.9 0.277
Ge 12.233751 9.860710 10.413448 1.2 0.5 0.1 0.305
C 10.676636 9.432973 11.473979 1.1 0.5 -0.1 0.163
C 10.717557 8.295224 12.261293 0.1 -0.6 0.7 -0.500
C 9.535165 7.763509 12.772878 -0.3 1.1 -0.8 -0.553
C 8.327691 8.398231 12.490911 -0.8 0.1 -0.1 -0.487
C 8.296962 9.526075 11.652341 0.8 0.1 0.8 -0.572
C 9.496975 10.111126 11.242743 -1.2 -0.3 -0.5 0.149
C 11.949912 9.353264 8.575619 0.7 -0.2 1.5 0.469
C 11.257783 10.251343 7.837161 -1.5 1.6 -1.8 0.101
C 10.531088 9.818805 6.708534 0.8 -0.2 0.4 -0.597
C 10.663755 8.499012 6.279967 0.3 0.4 0.7 -0.453
C 11.426555 7.579280 7.052854 -1.1 0.0 -1.0 -0.573
C 12.046305 8.023813 8.213456 -0.1 -1.0 -0.3 -0.436
H 13.579399 9.309731 11.053757 -0.7 0.5 -0.2 -0.354
H 11.675709 7.851669 12.594784 -0.5 0.1 -0.7 0.320
H 9.522006 6.839553 13.282011 0.1 -0.7 0.9 0.439
H 7.382788 8.042140 12.963944 0.8 0.1 -0.7 0.319
H 7.388266 10.002508 11.337501 -0.5 0.1 0.3 0.434
H 9.447679 11.061510 10.699894 0.2 -0.5 0.0 0.348
H 11.251383 11.341696 8.056410 -0.1 -1.1 0.2 0.101
H 9.867094 10.505760 6.195734 0.3 0.0 -0.2 0.414
H 10.187860 8.271100 5.329478 0.0 -0.6 0.3 0.375
H 11.358166 6.520791 6.735149 0.6 0.7 0.4 0.330
H 12.602400 7.338818 8.860892 -0.3 0.0 -0.3 0.390
C 15.662053 11.700356 15.444386 -1.5 -0.2 -0.9 -0.574
S 15.144617 13.442580 15.036300 1.0 0.7 -1.8 0.301
C 13.577339 13.192097 14.150587 -0.1 -0.5 -0.3 -0.198
O 16.040850 13.928217 13.880734 -0.7 -0.6 1.5 -0.636
H 15.868358 11.712839 16.490402 0.0 -0.1 0.8 0.426
H 16.581074 11.474591 14.921131 0.2 0.1 -0.3 0.009
H 14.869856 10.925357 15.193925 0.9 1.0 0.3 0.266
H 13.563925 12.136717 13.959012 -0.4 -0.6 -0.4 0.107
H 13.531836 13.716176 13.170669 0.5 -0.1 1.0 -0.213
H 12.713241 13.438321 14.748956 -0.1 0.2 0.3 0.444
```
Forces are in eV/Å.

The value obtained for the energy is -5783.69250 Ha. The charge is 0. The value obtained for the energy above the lowest of the compared OMol25 structures with the same formula, charge and spin is 117.57 kJ/mol. The value obtained for the HOMO-LUMO gap is 0.273 Eh. The value obtained for the largest force on an atom is 0.070 Eh/bohr.

# 2
Molecular formula: C41H53F6N6O15PS4Si
Method: DFT, ωB97M-V with the def2-TZVPD basis set

XYZ file:
```
127
Properties=species:S:1:pos:R:3:forces:R:3:mulliken_charge:R:1
C 1.625678 4.942378 -1.716174 0.0 -0.7 0.2 -1.300
Si 1.072882 3.543873 -0.615952 -0.2 0.3 -0.3 0.711
C 0.737673 4.194701 1.110311 0.3 -0.7 -0.4 -1.076
C -0.424910 2.672396 -1.349366 0.8 0.4 0.3 -1.063
O 2.346990 2.455284 -0.601505 -0.1 -0.2 0.5 -0.573
C 2.404664 1.563963 0.518511 0.2 0.6 -0.6 -0.261
C 3.032397 0.282150 0.026114 0.0 0.1 0.3 -2.143
C 3.967607 -0.502123 0.949826 0.3 0.3 -0.1 1.768
N 4.500891 -1.721334 0.322799 -0.3 -0.3 0.0 -0.157
S 4.329373 -2.046731 -1.340617 -0.2 0.1 -0.2 -0.207
P 5.542023 0.628040 1.028195 0.8 -0.6 -0.4 0.504
S 7.077556 0.007189 0.001417 -0.2 -0.1 0.0 -0.383
C 3.587570 -0.990253 2.381354 0.0 1.1 0.2 -0.728
C 2.583994 -2.134422 2.529423 -0.2 -0.4 -0.5 -1.283
C 1.554554 -2.469772 1.446890 0.1 0.2 0.2 -1.175
C 0.255471 -1.713280 1.579410 -0.2 -0.6 -0.4 0.617
C -0.957402 -2.499768 1.088534 -0.1 0.4 -0.4 -1.304
C -2.129090 -2.246554 2.007874 0.3 -0.2 0.2 -1.123
C -1.969015 -3.011473 3.323594 -0.1 0.5 -0.4 -0.513
C -2.376841 -2.212977 4.547396 -0.1 -0.5 0.0 -0.929
S -1.460555 -2.762460 6.013441 -0.6 -0.5 0.4 -0.228
C -0.461644 -1.406344 6.317307 0.3 0.3 0.0 0.366
N -0.681344 -0.366679 7.042107 0.0 -0.2 -0.2 -0.392
N 0.478363 0.396354 6.961873 -0.7 0.3 0.5 -0.507
C 1.284375 -0.242867 6.206926 -1.2 0.8 1.9 -0.227
O 0.784744 -1.394264 5.746848 -0.3 -0.2 0.0 0.016
O 4.843829 -1.208453 3.010505 -0.4 -0.1 0.1 -0.106
C 5.454118 -2.464318 3.113727 0.9 0.1 -0.2 -0.417
O 6.799343 -2.280654 2.839494 0.0 -0.2 0.3 -0.651
C 5.337039 -2.998711 4.526209 -0.1 0.0 0.2 -0.255
O 4.734397 -4.004955 4.754431 0.0 -0.1 0.0 -0.541
C 6.017885 -2.266954 5.720313 0.1 -0.5 0.1 1.212
F 5.458830 -2.772252 6.820440 -0.1 0.0 0.3 -0.350
F 5.761010 -0.938208 5.712489 -0.1 0.4 -0.1 -0.249
C 7.567950 -2.465018 5.840145 -0.1 0.3 0.3 0.468
F 7.843159 -2.795766 7.111400 0.0 -0.2 0.2 -0.300
F 7.961925 -3.484635 5.073699 0.0 -0.2 -0.3 -0.306
C 8.408762 -1.189250 5.544508 0.1 -0.2 0.1 1.005
F 9.670507 -1.597788 5.334993 0.3 -0.2 0.0 -0.332
F 7.982127 -0.574679 4.438432 0.0 0.2 -0.3 -0.165
C 8.438534 -0.195434 6.733213 0.0 -0.1 0.1 0.103
O 9.060734 -0.417720 7.715640 0.2 0.0 -0.1 -0.465
O 7.774358 0.953636 6.494584 -0.1 0.4 0.3 -0.475
S 2.887547 0.238755 3.644909 0.4 -0.2 -0.8 1.841
C 3.905471 1.675243 3.802325 -0.2 0.0 0.0 -1.467
O 3.091548 -0.447216 4.891614 3.4 -1.2 -2.5 -0.706
O 1.528533 0.575852 3.341218 -0.1 0.3 -0.6 -0.768
H 1.109017 5.853403 -1.461472 -0.2 0.4 -0.1 0.370
H 2.691359 5.079308 -1.611974 0.4 0.2 0.1 0.301
H 1.438708 4.670215 -2.744937 -0.1 0.1 -0.4 0.337
H 1.654238 4.158882 1.684626 0.3 0.2 0.2 0.270
H 0.029285 3.566400 1.628924 -0.4 -0.1 0.2 0.290
H 0.375273 5.206971 1.059378 -0.2 0.4 0.1 0.468
H -0.212994 1.619226 -1.448746 -0.1 -0.5 0.1 0.406
H -0.570776 3.061033 -2.347295 -0.3 0.1 -0.3 0.364
H -1.293878 2.834091 -0.732912 -0.5 0.0 0.0 0.226
H 1.423199 1.397406 0.933054 -0.4 -0.2 0.3 0.567
H 2.990293 2.063912 1.279439 0.2 0.0 0.4 -0.231
H 2.268339 -0.313024 -0.436621 -0.4 -0.6 -0.1 0.374
H 3.645709 0.610134 -0.801624 0.3 -0.1 -0.4 0.873
H 4.194499 -2.546672 0.807690 0.0 -0.1 0.0 0.353
H 5.508759 -1.552016 -1.728306 0.2 0.0 0.0 0.144
H 5.904654 0.842295 2.357893 -0.2 0.2 0.1 -0.080
H 5.102221 1.856463 0.529424 -0.3 0.2 0.3 0.079
H 1.997938 -1.986707 3.422256 0.0 0.0 0.6 1.073
H 3.120463 -3.048724 2.724352 0.4 -0.2 0.1 0.132
H 1.955559 -2.422814 0.448823 0.2 0.1 -0.5 0.233
H 1.305324 -3.507176 1.612681 0.1 -0.5 0.1 0.668
H 0.099747 -1.485313 2.622083 0.0 0.4 0.4 0.060
H 0.263224 -0.806441 0.999383 0.2 0.7 0.1 -0.201
H -1.216307 -2.141471 0.098954 -0.1 -0.1 -0.4 0.488
H -0.761259 -3.560432 0.992552 0.1 -0.4 0.1 0.515
H -2.125540 -1.181965 2.207052 -0.3 0.4 0.0 0.363
H -3.043449 -2.516603 1.515236 -0.6 0.0 -0.2 0.569
H -0.930324 -3.286464 3.426534 0.4 -0.2 0.1 0.286
H -2.554859 -3.914956 3.265644 0.0 -0.5 0.1 0.515
H -2.276402 -1.152855 4.380933 0.3 0.4 0.2 0.423
H -3.414178 -2.387131 4.783481 -0.4 0.0 0.1 0.537
H 2.276252 0.024309 5.925134 -1.1 0.4 1.5 0.908
H 5.051850 -3.225451 2.462581 -0.4 -0.1 -0.1 0.895
H 7.026394 -2.693489 2.004108 0.1 0.2 -0.3 0.389
H 6.825704 0.815546 6.586696 -0.2 0.0 -0.2 0.351
H 3.313056 2.334237 4.417390 -0.3 0.3 0.3 0.679
H 4.770891 1.372460 4.360447 0.5 -0.1 0.1 0.068
H 4.163023 2.183734 2.891743 0.0 0.1 -0.3 0.447
C -5.314608 0.688924 -4.802751 0.0 -0.1 0.0 -0.650
C -4.961931 0.393513 -3.493873 0.0 0.0 -0.1 -0.587
C -4.518388 1.397465 -2.648216 0.0 -0.2 0.1 -0.331
C -4.437961 2.684651 -3.135658 0.0 0.0 0.0 -0.040
C -4.775162 3.000556 -4.438022 -0.1 0.1 -0.2 -0.345
C -5.216675 1.990328 -5.275120 0.0 0.0 0.0 -0.577
N -3.986160 3.769992 -2.249139 0.0 0.1 0.1 1.129
O -3.680132 3.510986 -1.101815 -0.1 -0.3 -0.1 -0.618
O -3.947688 4.885422 -2.722883 0.0 0.2 -0.1 -0.634
H -5.663195 -0.097151 -5.459585 0.0 0.0 0.0 0.561
H -5.035791 -0.620895 -3.131375 0.0 -0.1 0.1 0.527
H -4.244112 1.175339 -1.630250 0.0 0.1 0.1 0.572
H -4.696974 4.017204 -4.790928 0.0 0.0 0.1 0.494
H -5.486918 2.217496 -6.296899 0.0 0.0 0.0 0.493
C -0.057106 1.484470 -9.496619 0.0 0.0 0.0 -0.421
C -1.337628 1.776562 -9.946551 0.1 0.0 0.0 -0.445
C -2.427421 1.096246 -9.430233 -0.1 0.1 -0.1 -0.354
C -2.208869 0.132807 -8.465382 0.0 0.0 0.0 0.160
C -0.944306 -0.178137 -8.005962 0.2 -0.1 0.1 -0.378
C 0.138605 0.506777 -8.530586 0.0 0.1 -0.1 -0.449
N -3.365151 -0.579867 -7.897750 0.1 0.0 0.0 1.069
O -4.465833 -0.301754 -8.326746 -0.2 0.1 0.0 -0.612
O -3.152046 -1.398842 -7.030339 0.0 -0.1 0.1 -0.607
H 0.790793 2.021018 -9.899424 0.0 0.0 0.0 0.380
H -1.488815 2.536681 -10.699400 0.0 0.0 0.0 0.374
H -3.427769 1.312664 -9.771236 -0.1 -0.1 0.0 0.453
H -0.806975 -0.938259 -7.252858 -0.1 0.0 0.0 0.457
H 1.135780 0.278617 -8.182700 0.0 0.0 0.0 0.380
C -11.447572 -0.797257 -4.607327 0.0 0.0 0.0 -0.434
C -10.781672 0.420204 -4.562542 0.0 -0.1 0.0 -0.470
C -9.817814 0.649802 -3.595322 0.0 0.2 -0.1 -0.297
C -9.538548 -0.354305 -2.689481 0.0 0.0 0.0 0.100
C -10.190374 -1.571264 -2.711481 -0.1 -0.2 0.0 -0.417
C -11.154177 -1.789327 -3.681491 0.0 0.1 -0.1 -0.396
N -8.500297 -0.120585 -1.671890 0.0 -0.1 0.0 1.074
O -7.957311 0.961981 -1.664321 0.1 0.2 0.0 -0.589
O -8.242079 -1.029029 -0.909287 0.0 -0.1 0.1 -0.630
H -12.196910 -0.973756 -5.366614 0.0 0.0 0.0 0.380
H -11.011571 1.192188 -5.282738 0.0 0.0 0.0 0.376
H -9.292254 1.591000 -3.548211 0.1 0.0 0.1 0.483
H -9.950818 -2.333767 -1.986858 0.1 0.0 0.1 0.453
H -11.674786 -2.735515 -3.715568 0.0 0.0 0.0 0.373
```
Forces are in eV/Å.

The value obtained for the energy is -5873.65118 Ha. As for the SMILES: C[Si](C)(C)OCC[C@@](NS)([PH2]=S)[C@@](CCCCCCCSc1nnco1)(O[C@@H](O)C(=O)C(F)(F)C(F)(F)C(F)(F)C(=O)O)S(C)(=O)=O.O=[N+]([O-])c1ccccc1.O=[N+]([O-])c1ccccc1.O=[N+]([O-])c1ccccc1. The charge is 0. The value obtained for the HOMO-LUMO gap is 0.306 Eh. The value obtained for the largest force on an atom is 0.086 Eh/bohr.